1.
This record from the OMol25 dataset describes C30H40BrF4N4PS3Ti as an isolated structure. The level of theory is the ωB97M-V functional and the def2-TZVPD basis.

```
84
Properties=species:S:1:pos:R:3:forces:R:3
Br 1.646410 -1.902769 0.270768 0.2 -0.1 0.2
Ti -0.151977 -0.629223 -1.236657 -0.7 -0.5 0.2
S -2.692436 -0.861255 0.064699 0.0 0.0 0.1
S -2.929286 -3.796931 1.959557 0.0 0.0 0.1
S -0.971327 -3.286763 -1.008670 -0.1 -0.1 -0.1
P 0.783669 1.099825 1.021853 0.1 0.1 -0.1
F 5.118248 1.421521 3.779848 0.1 0.0 0.1
F 2.872452 2.475549 2.768283 0.1 0.0 0.1
F 5.810908 -1.134658 3.196296 0.1 0.0 0.1
F 4.222413 -2.628372 1.576975 0.1 -0.1 0.0
N 0.651986 0.505573 -2.948358 0.1 0.2 -0.2
N -1.268160 1.314400 -1.284397 -0.2 0.0 0.0
N -1.630427 -0.941623 -2.920789 0.0 -0.1 0.0
N 1.069349 -2.020973 -2.599498 0.2 0.0 0.1
C -1.037770 -0.835376 -4.290337 0.1 0.0 0.0
C 0.070706 4.997898 0.021278 0.0 0.0 0.0
C -0.680848 -4.429337 0.400641 0.1 0.0 -0.1
C 2.408012 0.515571 1.571088 -0.1 -0.1 0.0
C -1.045117 0.858732 5.192231 0.0 0.0 0.0
C -0.108211 3.690318 0.447608 0.0 0.0 0.0
C -0.531696 2.207910 3.262793 -0.1 0.0 -0.1
C 4.376328 0.700661 2.987271 -0.1 0.0 0.0
C 3.215287 1.243527 2.439304 -0.1 0.0 -0.1
C -0.660310 -0.287721 4.501195 0.0 0.0 0.0
C 0.547804 1.973433 -2.695009 0.0 0.1 0.0
C -0.177479 1.056256 2.551331 0.2 0.0 0.0
C 2.242638 3.258974 0.081117 0.0 0.0 0.0
C -2.771677 -3.387118 -1.271947 0.1 0.0 0.0
C -0.884847 2.277357 -2.354468 0.0 0.0 0.0
C 0.017365 0.259111 -4.303195 -0.1 0.0 0.0
C 2.095940 0.135361 -2.957837 0.1 0.0 -0.2
C 4.733089 -0.611203 2.694036 -0.1 0.0 -0.1
C 0.979663 2.806780 0.483233 0.1 -0.1 0.1
C -0.983295 2.098704 4.569500 0.0 -0.1 0.1
C -1.135838 -4.038091 1.788574 0.1 0.1 0.0
C 2.414077 4.567346 -0.339435 0.0 0.0 0.0
C -3.588253 -2.169669 -0.829514 -0.1 0.1 -0.1
C -2.969089 -2.143080 2.681202 0.1 0.0 0.0
C 2.207298 -1.335630 -3.285286 0.0 0.0 0.0
C 2.791865 -0.793067 1.326545 -0.1 0.1 -0.1
C -3.382058 -0.999934 1.775261 0.0 0.1 -0.1
C 1.329302 5.438344 -0.372835 0.0 0.0 0.0
C 3.919441 -1.376420 1.855314 -0.1 0.0 -0.1
C -0.235950 -0.188812 3.189729 0.0 0.0 -0.1
H 0.892030 2.516277 -3.578239 0.0 0.0 0.0
H -0.645259 -1.806412 -4.583987 0.0 0.0 0.0
H -3.093014 -4.275360 -0.733199 0.0 0.0 0.0
H -1.258305 2.992864 5.112760 0.0 0.0 0.0
H -0.767255 5.683073 0.025093 0.0 0.0 0.0
H 1.442983 -2.828242 -2.106434 0.0 0.0 0.1
H -0.445815 1.188580 -4.618930 0.0 0.0 0.0
H -4.450204 -1.024542 1.552814 0.0 0.0 0.0
H -2.926007 -3.601519 -2.331600 0.0 0.0 0.0
H -1.999551 -1.954506 3.128330 0.0 0.0 0.0
H -2.266260 1.112915 -1.325122 0.0 0.1 0.0
H -4.395196 -2.485701 -0.171905 0.0 0.0 0.0
H -2.408659 -0.286500 -2.866042 0.0 0.0 0.0
H -0.424687 3.192708 2.835999 0.0 0.0 0.0
H 1.469457 6.465245 -0.684163 0.0 0.0 0.0
H -0.681457 -1.250197 4.997453 0.0 0.0 0.0
H 3.398864 4.918012 -0.619013 0.0 0.0 0.0
H -1.091055 3.389184 0.796811 0.0 0.0 0.0
H 0.092362 -1.079710 2.663344 0.0 0.0 0.0
H 1.202866 2.230816 -1.865878 0.0 0.0 0.0
H -3.682004 -2.150860 3.509034 -0.1 -0.1 0.0
H 0.393519 -4.621719 0.373853 0.0 0.0 0.0
H -2.084160 -1.851852 -2.872693 0.0 0.0 0.0
H -1.813965 -0.610614 -5.022555 0.0 0.0 0.0
H 3.158536 -1.746120 -2.952017 0.0 0.0 0.0
H -1.176885 1.802281 -0.395875 0.0 0.0 0.0
H 0.463803 -2.460680 -3.284937 0.0 0.1 0.0
H 3.105369 2.603681 0.127881 0.0 0.0 0.0
H -0.997784 3.305376 -2.014490 0.0 0.0 0.0
H 2.150440 -1.510493 -4.358249 0.0 -0.1 0.0
H -4.065913 -1.692018 -1.685837 0.0 0.0 0.0
H 2.505697 0.374489 -1.969780 0.0 -0.1 0.0
H -1.554245 2.148736 -3.204437 0.0 0.0 0.0
H -1.370419 0.786052 6.221760 0.0 0.0 0.0
H -1.161972 -5.346650 0.053155 0.0 0.0 0.0
H -3.170889 -0.034400 2.238268 0.0 0.0 0.0
H 2.628963 0.745999 -3.691777 0.0 0.0 0.1
H 0.791127 0.051020 -5.040603 0.0 0.0 0.0
H -0.835576 -4.851997 2.452302 0.0 0.0 0.0
H -0.617681 -3.142343 2.129606 0.0 0.0 0.0
```
Forces are in eV/Å.

Values from the calculation:
Highest occupied orbital energy (spin up / spin down)   -18.96 / -18.96 eV
M   787.62 g mol⁻¹
Net charge   +4
Total energy   -183502.6830 eV
Kohn-Sham gap (spin up / spin down)   5.37 / 5.37 eV
ΔE to the lowest compared entry with this formula, charge and spin   0.0000 eV

Results of the Löwdin charge analysis, in e, for atoms 1 through 5:
1 Br 1.0507
2 Ti 0.7351
3 S 0.8975
4 S 0.9742
5 S 0.8602

2.
This record from the OMol25 dataset describes an isolated molecule of C2H3ClS2 in a non-equilibrium geometry. The level of theory is the ωB97M-V functional and the def2-TZVPD basis.

```
8
Properties=species:S:1:pos:R:3:forces:R:3
Cl 2.305648 0.705250 -0.711912 -0.6 0.0 0.4
S -3.068811 -0.003393 -0.553996 0.3 -0.4 -0.3
S -0.537094 0.945592 0.492795 0.7 -0.3 0.2
C -1.471669 -0.192878 -0.473634 -0.4 2.0 1.4
C 1.100970 0.119911 0.554185 -0.8 -1.8 -2.5
H 0.833720 -0.991520 0.151626 1.2 2.5 1.8
H 1.656086 0.292236 1.478502 -0.7 -0.6 0.0
H -0.818853 -0.875196 -0.937564 0.3 -1.3 -0.9
```
Forces are in eV/Å.

Values from the calculation:
Highest occupied orbital energy   -9.20 eV
M   126.63 g mol⁻¹
Total energy   -36314.3065 eV
Kohn-Sham gap   8.58 eV
SMILES   S=CSCCl
ΔE to the lowest compared entry with this formula, charge and spin   0.8316 eV

Results of the Löwdin charge analysis, in e, for atoms 1 through 5:
1 Cl 0.4193
2 S 0.6222
3 S 0.7708
4 C -1.0550
5 C -0.8416

3.
This record from the OMol25 dataset describes C33H63N5O2S as an isolated structure. The level of theory is the ωB97M-V functional and the def2-TZVPD basis.

```
104
Properties=species:S:1:pos:R:3:forces:R:3
S -0.596827 1.515763 4.058708 0.1 0.2 0.1
O -2.125809 -0.463272 -1.366749 0.0 0.0 -0.1
O -0.271638 1.353517 -1.913843 0.1 0.0 -0.1
N 1.445121 1.225668 -5.409091 0.1 0.1 0.1
N 5.191996 0.205708 -1.637923 -0.1 0.0 0.0
N 0.179129 2.178445 2.823636 0.0 -0.1 0.2
N 1.845446 4.496284 1.599519 0.1 0.1 -0.2
N -1.571567 0.504632 3.297249 0.0 0.0 0.0
C 0.092142 1.885672 0.376157 0.3 0.2 0.1
C 3.892172 2.141928 -2.690563 0.0 0.0 0.0
C -1.399116 -5.551390 4.672452 0.0 0.1 0.0
C 0.202559 0.486634 -5.285361 -0.1 -0.1 0.0
C -0.526709 1.151117 -0.578281 -0.4 -0.4 -0.4
C -1.323512 0.639114 1.993881 0.1 0.2 0.0
C 1.101371 2.924597 -0.056934 0.1 0.0 0.1
C 7.156483 1.387606 -2.776206 0.0 0.0 0.1
C -4.441166 -0.638178 0.759454 0.1 0.4 0.0
C -4.373610 -0.474858 5.006506 0.0 0.1 0.5
C -5.258216 0.085114 1.838207 0.0 -0.1 -0.2
C -2.335042 -1.037469 6.424634 -0.1 -0.2 -0.2
C -5.740614 0.217454 4.957620 0.0 0.1 -0.2
C 6.549472 0.714092 -1.538577 0.2 0.0 0.0
C -3.054052 -1.081364 1.269304 -0.2 -0.2 0.1
C 5.889459 -1.965241 -2.612722 0.0 0.0 0.0
C -1.972935 -0.087791 0.961972 -0.2 -0.2 0.3
C 4.959202 -0.764229 -2.693061 0.1 0.0 -0.1
C -1.546653 0.171891 -0.293494 0.2 0.1 -0.3
C -6.141540 -0.875041 2.629223 -0.1 0.1 -0.1
C 2.016634 0.438196 -7.778712 0.1 0.0 0.0
C 0.417399 -0.967078 -4.889331 0.0 0.0 0.0
C -2.128215 -2.514135 6.817903 0.5 0.2 -0.2
C -6.738582 -0.308474 3.911241 0.0 -0.1 0.2
C -1.278162 -4.807932 5.999419 0.0 0.3 -0.2
C -0.308076 1.616129 1.714989 0.0 -0.1 0.1
C 2.428262 0.661324 -6.317925 0.1 -0.1 0.0
C 2.069733 3.420014 0.978355 0.0 0.2 0.1
C 1.257218 2.665159 -5.485748 0.0 0.2 0.1
C -3.807511 -0.574476 6.426055 0.3 0.0 -0.2
C 0.517643 3.232904 -6.702517 0.0 0.0 0.0
C -1.276025 -3.279541 5.802825 -0.1 -0.1 -0.1
C 4.132583 1.187189 -1.515865 -0.1 0.1 0.0
H -0.606851 -5.244064 3.987504 0.0 0.0 0.0
H -4.403897 -1.285237 7.000696 -0.1 0.2 0.2
H 2.240036 3.140170 -5.411728 0.0 -0.1 0.0
H -1.342406 -6.631655 4.798919 0.0 0.0 0.0
H 1.667500 2.485008 -0.878127 0.1 0.1 0.0
H -2.351060 -5.305866 4.198153 0.0 -0.1 0.0
H -1.736104 -0.384103 7.059037 0.0 0.0 0.1
H 2.986412 2.843537 1.130622 -0.1 -0.2 0.1
H 7.198277 -0.115947 -1.248959 0.0 0.0 0.0
H -4.999287 -1.494545 0.378620 -0.1 -0.1 0.1
H -4.301046 0.032353 -0.088609 0.0 -0.1 -0.1
H 6.991320 0.799722 -3.680219 0.0 0.0 0.0
H -0.544766 -1.433855 -4.675070 0.0 0.0 0.0
H -5.573409 1.281336 4.771638 0.0 0.0 0.1
H 5.033675 -0.325539 -3.701265 0.0 0.0 0.0
H 3.314796 1.300505 -6.283024 0.0 0.1 0.0
H 1.125689 3.200285 -7.605337 0.0 0.0 0.0
H -5.896473 0.826081 1.351726 0.0 0.1 0.1
H 0.614397 1.049780 -2.144800 0.1 0.1 0.0
H 1.039665 -1.035889 -3.993840 0.0 0.0 0.0
H -5.608273 -1.806080 2.837741 0.1 0.0 0.0
H -2.783700 -2.056257 0.858310 0.0 0.0 -0.1
H -0.254426 -2.893094 5.833881 0.0 0.0 -0.1
H -0.387499 0.969924 -4.502231 0.0 0.1 -0.1
H 6.756217 2.386545 -2.943115 0.0 0.0 0.0
H -7.348160 -1.090491 4.372148 0.0 0.0 0.0
H -3.878990 0.407607 6.897339 -0.1 0.0 0.1
H 4.661951 2.909111 -2.764172 0.0 0.0 0.0
H 2.597343 4.702383 2.254592 0.0 0.0 0.0
H -6.974386 -1.156775 1.977471 0.0 -0.1 0.0
H -4.579355 0.635151 2.494821 0.0 0.0 0.0
H 5.585907 -2.715418 -3.343821 0.0 0.0 0.0
H -1.733123 -1.333484 -1.487839 0.0 0.0 0.0
H 2.745042 -0.211464 -8.267759 0.0 0.0 0.0
H 8.235493 1.487662 -2.644783 0.0 0.0 0.0
H 4.311813 1.770636 -0.608079 0.1 0.0 0.0
H 0.894040 -1.546851 -5.680710 0.0 0.0 0.0
H 1.042794 -0.047459 -7.855440 0.0 0.0 0.0
H -1.647949 -3.053941 4.797538 -0.1 0.0 0.0
H 2.751904 -0.299291 -5.907182 0.0 0.0 0.0
H 3.928179 -1.114242 -2.587946 0.0 0.0 0.0
H -0.411422 0.514394 -6.199525 0.0 0.0 0.0
H 1.978428 1.366746 -8.345507 -0.1 0.0 0.0
H -3.093822 -3.013230 6.910078 -0.1 0.0 0.1
H 6.924380 -1.698839 -2.829506 0.0 0.0 0.0
H -3.097251 -1.206310 2.352163 0.0 -0.1 0.0
H -0.357309 -5.109086 6.498569 -0.1 -0.1 0.2
H -2.129208 -5.066276 6.631490 0.1 -0.2 0.1
H -3.657038 0.105087 4.425422 -0.1 -0.3 -0.2
H -4.417253 -1.485384 4.594054 0.0 0.0 -0.1
H 5.850603 -2.416944 -1.620725 0.0 0.0 0.0
H -6.208292 0.163928 5.943269 -0.1 0.0 0.0
H 3.833885 1.609975 -3.640881 0.0 0.0 0.0
H 0.264724 4.278967 -6.519752 0.0 0.0 0.0
H 3.204934 0.630852 -1.328269 0.0 0.0 0.0
H -0.414765 2.701673 -6.895082 0.0 0.0 0.0
H 0.716445 2.969881 -4.583721 0.0 -0.1 0.0
H -1.946960 -0.912935 5.409701 0.0 0.1 0.0
H 6.580346 1.408511 -0.695266 -0.1 0.0 0.0
H 2.937900 2.656887 -2.556919 0.0 0.0 -0.1
H -1.608346 -2.554673 7.776902 -0.3 -0.2 0.2
H -7.432014 0.495809 3.653918 0.0 0.0 0.0
H 0.582301 3.799037 -0.453515 -0.1 0.0 0.0
```
Forces are in eV/Å.

Values from the calculation:
Highest occupied orbital energy   -8.29 eV
M   593.97 g mol⁻¹
Total energy   -57622.6984 eV
Kohn-Sham gap   8.04 eV

Results of the Löwdin charge analysis, in e, for atoms 1 through 5:
1 S 1.0243
2 O 0.0597
3 O 0.0466
4 N -0.1998
5 N -0.1961

4.
This record from the OMol25 dataset describes a 3-piece molecular cluster, C15H37N6O3S overall in a non-equilibrium geometry. The level of theory is the ωB97M-V functional and the def2-TZVPD basis.

```
62
Properties=species:S:1:pos:R:3:forces:R:3
S 1.877454 1.497364 -4.245295 0.2 -0.2 0.5
O -4.401345 -2.131180 1.812939 -0.1 0.4 -0.4
O 5.701723 -3.016493 0.609414 0.3 0.2 0.1
O -1.157118 1.547162 2.627541 -0.8 0.1 -1.1
N 0.788563 0.340326 -0.530680 -1.1 2.1 -5.5
N 3.028553 0.563065 -1.278933 -0.2 1.0 -2.1
N 0.768233 5.617613 -1.987979 -0.4 -1.3 0.2
N -0.282480 1.013739 -2.560469 -1.7 -1.3 4.5
N 3.521689 0.198248 -0.005872 0.5 0.7 0.8
N 1.073587 1.031802 -2.764395 3.4 0.2 0.1
C -2.839854 -2.199741 3.636205 0.2 0.3 0.1
C -1.413102 1.355639 -3.455622 -0.9 1.5 -0.8
C -2.089355 1.829735 0.312580 0.6 -0.8 -0.1
C 4.903223 -5.287274 0.578346 0.2 -0.2 0.0
C 0.546495 4.321740 -2.723818 0.0 0.3 0.4
C -2.387716 1.797700 1.878068 0.3 0.9 -0.4
C 5.035062 -4.008374 1.390139 -0.5 -0.1 -0.5
C -1.000564 3.931688 -2.835432 0.2 0.3 -0.5
C -4.300845 -2.098446 3.232183 0.3 -0.7 0.2
C 3.674984 -3.482638 1.820397 0.0 0.1 0.3
C -1.327833 2.879268 -3.992829 -0.3 -0.3 0.5
C -0.432797 0.598070 -1.218862 1.7 -0.9 1.1
C -5.118223 -3.233437 3.827904 -0.3 0.1 0.1
C -1.709298 0.384207 -0.318959 0.0 0.4 -0.8
C 1.738470 0.656127 -1.573101 -3.1 -0.9 2.3
H -1.560409 4.890764 -3.110941 0.8 -1.2 0.4
H 2.621353 2.645205 -3.930917 -1.1 -0.8 0.3
H 3.008047 0.721185 0.728177 0.0 -0.5 -0.7
H 3.144975 -4.213490 2.435700 0.0 0.1 0.0
H -0.477197 2.138428 2.247758 -0.5 -0.4 0.4
H -5.072851 -3.222158 4.919243 0.0 0.0 -0.1
H 5.652405 -4.195576 2.271967 0.1 0.2 -0.1
H -4.043502 -2.973811 1.507483 -0.1 0.0 0.1
H -2.359355 1.333183 -2.816538 1.6 -0.2 -0.5
H -1.429797 -0.385340 0.464609 -0.1 1.1 -0.9
H -2.260209 -1.385183 3.192849 0.0 0.0 0.1
H 5.163256 -2.844954 -0.172426 0.0 -0.1 0.1
H 1.153217 3.550367 -2.141742 -0.9 0.7 -0.8
H -1.589603 0.608776 -4.288029 0.7 0.8 0.9
H 3.055499 -3.244541 0.949659 0.0 -0.1 0.0
H 3.785201 -2.558157 2.392744 0.0 -0.1 0.0
H -2.927017 2.249272 -0.319717 0.8 -0.3 1.0
H -1.412997 3.617429 -1.816246 0.6 0.3 -1.4
H -1.163476 2.481191 0.154214 -1.3 -0.6 0.3
H -2.725712 2.849444 2.169422 0.0 -1.5 -0.4
H -2.728260 -2.156968 4.721908 0.1 0.0 -0.1
H 4.410846 -6.072874 1.156174 0.0 0.0 -0.1
H -3.165365 1.014202 2.161000 1.2 1.0 -0.3
H -2.584476 -0.052007 -0.898736 1.1 0.6 0.6
H -6.163813 -3.155351 3.520845 0.1 0.1 0.1
H 4.325562 -5.111525 -0.334911 -0.1 0.0 0.1
H -0.067857 6.209495 -2.054063 0.5 -0.3 0.1
H -4.708303 -1.139323 3.562401 0.0 0.0 -0.2
H 5.886643 -5.646848 0.266765 -0.1 0.0 0.1
H 0.910117 5.370514 -0.996723 -0.2 0.6 -0.7
H -2.397800 -3.134288 3.276397 -0.1 -0.1 0.1
H 4.465025 0.625106 0.027252 -0.6 -0.6 0.0
H -2.373917 3.121944 -4.366509 1.4 -0.4 0.2
H -0.581420 2.975522 -4.848628 -1.1 -0.1 1.1
H 3.735258 0.761612 -1.990361 -0.5 -0.2 0.3
H -4.755052 -4.203092 3.473410 0.1 0.1 0.1
H 1.033476 4.425936 -3.746958 -0.9 -0.2 1.1
```
Forces are in eV/Å.

Values from the calculation:
Highest occupied orbital energy   -11.98 eV
M   381.57 g mol⁻¹
Net charge   +1
Total energy   -42063.0821 eV
Kohn-Sham gap   8.92 eV

Results of the Löwdin charge analysis, in e, for atoms 1 through 5:
1 S 0.8763
2 O -0.0693
3 O -0.0671
4 O -0.1043
5 N 0.1867

- What is the formula in the second record?
  C2H3ClS2

- Among the records above, which one has the lowest total energy?
  C30H40BrF4N4PS3Ti